Run 1
ORCA calculation (ωB97M-V/def2-TZVPD) on a 2-piece molecular cluster, C2H4ClO overall.

Summary:
2S+1 ... 1
E_HOMO (alpha / beta) ... -15.42 / -15.11 eV
LUMO level (alpha / beta) ... -6.56 / -6.39 eV
Total charge ... +1
HOMO-LUMO gap (alpha / beta) ... 0.3256 / 0.3206 Eh

Each line ends with the Mulliken charge.
Atoms and positions in Å:
C: 0.36 -1.79 -0.32  -0.12
C: -1.08 0.12 0.09  0.10
O: -0.43 -0.80 -0.25  -0.02
Cl: 1.31 2.48 0.46  -0.27
H: 1.25 -1.71 0.30  0.31
H: -0.11 -2.65 -0.77  0.30
H: -1.51 1.03 -0.25  0.41
H: 0.22 3.31 0.73  0.30

Run 2
ORCA calculation (ωB97M-V/def2-TZVPD) on a 2-piece molecular cluster, C2H4ClO overall.

Summary:
2S+1 ... 1
E_HOMO (alpha / beta) ... -14.60 / -14.96 eV
LUMO level (alpha / beta) ... -6.21 / -6.35 eV
Total charge ... +1
HOMO-LUMO gap (alpha / beta) ... 0.3081 / 0.3163 Eh

Each line ends with the Mulliken charge.
Atoms and positions in Å:
C: -0.44 -0.03 -0.71  0.04
C: 0.54 -0.55 1.51  0.11
O: 0.11 -0.31 0.40  -0.10
Cl: -3.31 0.04 -0.41  -0.28
H: -1.50 0.37 -0.67  0.26
H: 0.11 -0.29 -1.72  0.29
H: 0.55 -1.24 2.30  0.39
H: -3.11 -0.58 0.70  0.29

The structure with the greatest stability is run 1.